(1)
A 7-piece molecular cluster, C38H93BrClN3Si overall in a non-equilibrium geometry. Source: the OMol25 dataset; level of theory: the ωB97M-V functional and the def2-TZVPD basis.

Geometry as XYZ:
```
137
C38H93BrClN3Si | the OMol25 dataset | the ωB97M-V functional and the def2-TZVPD basis
N 0.73251 3.65869 2.85417
C 0.31903 4.89155 2.21334
N 1.05255 4.91804 0.93073
N -1.07365 4.85841 1.83551
C 0.63443 6.19336 3.00684
Si 0.06453 6.20043 4.80767
Cl 1.12135 7.73200 5.81136
Br -2.14160 6.62856 5.05576
H 0.13583 3.40129 3.62039
H 1.70781 3.64616 3.10364
H 2.03235 4.84882 1.18062
H 0.93760 5.86561 0.58754
H -1.66568 4.90149 2.65459
H -1.23967 3.98946 1.34955
H 1.68219 6.49007 2.94485
H 0.08089 7.00024 2.50760
H 0.40065 4.95036 5.48971
C -3.21140 0.73503 -1.96584
C -1.90227 0.88371 -2.73383
C -0.73713 0.12657 -2.09978
C -0.35191 0.58941 -0.69400
C 0.02029 2.06775 -0.57285
C 1.24074 2.45092 -1.39800
H -3.13943 1.15370 -0.96009
H -4.01831 1.25891 -2.48216
H -3.49543 -0.31637 -1.87900
H -1.65916 1.94465 -2.84107
H -2.04919 0.49939 -3.74774
H 0.13307 0.20276 -2.75859
H -0.98760 -0.93958 -2.05715
H 0.49351 -0.01818 -0.35166
H -1.17290 0.37460 -0.00131
H 0.22915 2.28598 0.47809
H -0.82726 2.70070 -0.85529
H 2.11049 1.85611 -1.10645
H 1.48500 3.50124 -1.24306
H 1.07041 2.30606 -2.46751
C 1.80990 -2.83110 2.28783
C 0.95995 -2.63425 3.53858
C -0.47600 -2.21427 3.23570
C -0.60855 -0.86948 2.51924
C 0.02270 0.31505 3.24798
C -0.60580 0.59841 4.60863
H 1.91538 -1.90382 1.72137
H 2.81322 -3.16689 2.55700
H 1.36900 -3.58468 1.63145
H 1.44103 -1.90371 4.19643
H 0.93463 -3.57611 4.09444
H -1.04258 -2.18771 4.17167
H -0.95125 -2.98604 2.62162
H -1.67249 -0.66312 2.36020
H -0.16764 -0.94263 1.52048
H -0.09043 1.20079 2.61964
H 1.09963 0.15930 3.36699
H -1.67662 0.79348 4.51180
H -0.14572 1.47694 5.06915
H -0.47310 -0.23587 5.29985
C 4.34104 -0.65599 5.06177
C 4.95725 -1.25129 6.32197
C 3.98955 -2.14060 7.10114
C 2.74275 -1.42998 7.63185
C 3.01650 -0.23688 8.54659
C 3.75929 -0.61065 9.82417
H 3.50012 0.00013 5.29668
H 5.07893 -0.06359 4.51783
H 3.98459 -1.44490 4.39525
H 5.33971 -0.44798 6.95792
H 5.82470 -1.85335 6.03742
H 4.52768 -2.60407 7.93298
H 3.66793 -2.96532 6.45682
H 2.13383 -2.16063 8.17394
H 2.12772 -1.09546 6.79021
H 2.05874 0.21551 8.81828
H 3.57687 0.53307 8.00845
H 3.20038 -1.35316 10.39772
H 3.89621 0.26733 10.45769
H 4.74924 -1.01824 9.61270
C -6.69446 -2.93612 0.15387
C -5.66206 -4.05770 0.19455
C -4.52581 -3.80107 1.18327
C -3.67165 -2.56855 0.88123
C -3.00929 -2.55191 -0.49586
C -2.02356 -3.69513 -0.70809
H -6.25538 -1.99555 -0.18323
H -7.50274 -3.18631 -0.53530
H -7.13295 -2.77421 1.14087
H -5.26501 -4.22620 -0.81045
H -6.16511 -4.98510 0.48271
H -3.88539 -4.68722 1.22289
H -4.94665 -3.69176 2.18795
H -2.89438 -2.49300 1.64600
H -4.28384 -1.66755 0.98764
H -2.47369 -1.60414 -0.60859
H -3.76880 -2.57022 -1.28327
H -1.23342 -3.67433 0.04676
H -1.55082 -3.61544 -1.68893
H -2.51498 -4.66853 -0.66048
C -4.65111 0.56044 -9.28322
C -5.09940 -0.59669 -8.39690
C -5.12594 -0.24751 -6.90963
C -3.77052 0.12960 -6.30878
C -2.67675 -0.92837 -6.44785
C -3.00407 -2.23401 -5.73239
H -3.62636 0.86403 -9.06291
H -4.68880 0.27222 -10.33508
H -5.30071 1.42800 -9.14946
H -4.45813 -1.46434 -8.57564
H -6.10751 -0.89610 -8.69717
H -5.54721 -1.09192 -6.35633
H -5.81710 0.58671 -6.75286
H -3.91483 0.35086 -5.24594
H -3.41880 1.06114 -6.76203
H -1.75057 -0.52363 -6.02912
H -2.47339 -1.12825 -7.50365
H -3.17532 -2.06273 -4.66658
H -2.17783 -2.94063 -5.82894
H -3.89293 -2.71200 -6.14770
C 7.08286 -0.57731 -4.45705
C 6.07339 -0.02532 -5.45787
C 5.46717 1.31174 -5.03436
C 4.66362 1.27506 -3.73297
C 3.50074 0.28442 -3.71735
C 2.43386 0.58773 -4.76326
H 6.61972 -0.78892 -3.49187
H 7.51446 -1.50959 -4.82514
H 7.89922 0.13013 -4.29660
H 5.28687 -0.76531 -5.63026
H 6.57581 0.11470 -6.41918
H 4.83233 1.68350 -5.84389
H 6.27078 2.04678 -4.92347
H 4.27540 2.28031 -3.53820
H 5.33240 1.04697 -2.89763
H 3.03765 0.31297 -2.72736
H 3.86750 -0.73689 -3.85477
H 2.02454 1.59106 -4.62431
H 1.60912 -0.12355 -4.68579
H 2.82979 0.51862 -5.77806
```

Summary:
SMILES: NC(N)(N)C[Si@@H](Cl)Br.CCCCCC.CCCCCC.CCCCCC.CCCCCC.CCCCCC.CCCCCC
energy: -4991.74555 Eh
HOMO: -9.696 eV

(2)
C25H56BClI3NO11PS6 as an isolated structure in a non-equilibrium geometry. Source: the OMol25 dataset; level of theory: the ωB97M-V functional and the def2-TZVPD basis.

Geometry as XYZ:
```
105
C25H56BClI3NO11PS6 | the OMol25 dataset | the ωB97M-V functional and the def2-TZVPD basis
C 4.90498 -1.21404 -0.43390
C 3.65055 -0.44793 -0.88947
C 2.43865 -1.37866 -1.10867
C 1.37431 -1.32768 -0.01795
C 2.09228 -1.27364 1.36785
C 0.67729 -2.66220 0.25302
C 1.28109 -4.00816 0.22397
C 1.07163 -4.82953 -1.02479
O 0.95926 -4.45889 -2.16365
Cl 1.12123 -6.57650 -0.64547
N -0.52980 -2.47188 0.65297
O -1.30948 -3.52689 1.00251
C -0.98711 -1.07540 0.67878
P -1.31857 -0.61497 2.43471
O -2.46004 -1.48074 2.82057
B -2.48866 -0.87383 0.04955
O -3.34103 -1.92950 -0.07303
O -2.92378 0.37180 -0.29444
C 0.09314 -0.47086 -0.26882
I -0.65900 -1.44092 -2.20577
C 0.13279 1.03421 -0.66010
I -0.36796 1.75118 -2.62415
C 0.48084 2.04954 0.14945
C 0.49992 3.50225 -0.20643
I 1.04449 1.74654 2.15539
H 5.50760 -0.61128 0.23217
H 5.52922 -1.45002 -1.28715
H 4.64288 -2.15102 0.03841
H 3.88741 -0.01329 -1.85330
H 3.42366 0.38776 -0.23802
H 2.05328 -1.19197 -2.10258
H 2.82951 -2.39010 -1.12762
H 2.77748 -2.11391 1.39215
H 1.38494 -1.37764 2.17724
H 2.66684 -0.37624 1.50429
H 0.97473 -4.58829 1.08112
H 2.35508 -3.88971 0.34324
H -1.83093 -3.25487 1.77895
H -1.68400 0.73928 2.41784
H -0.21747 -0.75242 3.29200
H -4.09311 -1.81199 0.51249
H -2.43861 1.05959 0.17445
H 1.11219 3.68939 -1.07703
H -0.50981 3.87221 -0.30189
H 0.93916 4.05525 0.61169
C -3.54327 6.66939 0.44446
S -1.88310 6.80570 -0.21344
O -1.01594 5.87030 0.57022
C -1.56026 8.45739 0.40664
H -3.92524 5.68066 0.20234
H -3.51942 6.79771 1.52697
H -4.18264 7.41988 -0.01382
H -1.66729 8.46714 1.49092
H -2.25822 9.15639 -0.05302
H -0.54214 8.72632 0.13435
C -8.70259 6.42915 -1.78984
S -7.17071 5.81024 -1.08850
O -6.45703 6.98079 -0.50158
C -6.37315 5.44656 -2.65625
H -9.33802 6.75587 -0.96950
H -8.48964 7.26987 -2.44999
H -9.19842 5.62856 -2.33774
H -6.31648 6.35369 -3.25768
H -6.93919 4.67591 -3.17867
H -5.36985 5.08144 -2.44625
C 9.41698 -3.24428 0.71876
S 7.77990 -2.96581 0.03675
O 6.80690 -3.16273 1.14537
C 7.73696 -4.45391 -0.96951
H 9.62895 -2.43879 1.41804
H 9.43770 -4.20059 1.24073
H 10.15116 -3.23192 -0.08639
H 7.87002 -5.32909 -0.33377
H 8.52365 -4.40535 -1.72193
H 6.76694 -4.49985 -1.46040
C 4.38015 -6.27415 3.93410
S 3.18848 -6.23677 2.59587
O 2.76064 -4.81225 2.43510
C 1.86753 -7.07644 3.47317
H 5.27362 -5.75133 3.59968
H 3.96558 -5.77297 4.80831
H 4.62585 -7.30990 4.16639
H 1.62466 -6.52726 4.38275
H 2.18292 -8.09132 3.71255
H 0.99845 -7.11090 2.81874
C -9.09021 10.77929 1.80735
S -7.55538 10.14867 2.50043
O -6.82433 11.30875 3.06909
C -6.78871 9.75772 0.92551
H -9.71168 11.12372 2.63075
H -8.87435 11.61087 1.13662
H -9.60234 9.97918 1.27267
H -6.72820 10.65977 0.31517
H -7.36371 8.98837 0.41631
H -5.78826 9.38102 1.12325
C 1.92012 -8.06251 -4.03342
S 3.57969 -8.64020 -4.41201
O 3.72425 -8.61623 -5.88688
C 3.29457 -10.34942 -3.93370
H 1.86085 -7.00949 -4.30104
H 1.19130 -8.62906 -4.61320
H 1.73060 -8.17731 -2.96768
H 2.47573 -10.76216 -4.52261
H 3.06185 -10.39465 -2.86960
H 4.20666 -10.90772 -4.13160
```

Summary:
net charge: +1
energy: -5976.73762 Eh
ΔE to the lowest compared entry with this formula, charge and spin: 0.0 kcal per mole
HOMO: -9.875 eV

(3)
An isolated molecule of C3H7NO in a non-equilibrium geometry. Source: the OMol25 dataset; level of theory: the ωB97M-V functional and the def2-TZVPD basis.

Geometry as XYZ:
```
12
C3H7NO | the OMol25 dataset | the ωB97M-V functional and the def2-TZVPD basis
C -2.04584 0.29245 0.00871
C 0.63852 -0.07652 -0.08447
C 2.14841 -0.13634 0.04462
H -1.81983 0.76156 0.90636
H -1.58820 0.88862 -0.82161
H -3.14513 0.16096 -0.07973
H 0.05279 0.78027 -0.21955
H 2.49176 -0.94681 -0.59064
H 2.60428 0.78699 -0.23990
H 2.26669 -0.42188 1.13806
N -0.13975 -1.10662 -0.10791
O -1.46370 -0.98266 0.04606
```

Summary:
SMILES: C/C=N/OC
energy: -248.39253 Eh
ΔE to the lowest compared entry with this formula, charge and spin: 84.1 kcal per mole
HOMO: -9.306 eV